Density functional theory data (ωB97M-V/def2-TZVPD) for a structure of composition C3H6ClO2PS in a non-equilibrium geometry.

Summary:
Lowest unoccupied orbital energy: 0.0239 hartree
Charge: 0
Frontier orbital gap: 10.15 eV

Each line ends with the Mulliken charge.
CARTESIAN COORDINATES (ANGSTROEM)
C1 0.32456 1.12014 0.25167  -0.772
C2 -0.63098 -0.07991 0.31009  0.659
C3 -0.42905 -1.02399 1.48649  -1.275
O1 0.38995 1.45842 -1.09021  -0.313
O2 -0.62402 -0.66750 -0.98556  -0.333
P1 0.35884 0.17484 -1.98076  0.784
S1 -0.09619 0.44261 -3.80592  -0.367
Cl1 2.16415 -0.67960 -1.66566  -0.215
H1 0.07774 1.98032 0.86007  0.348
H2 1.30403 0.69493 0.55565  0.403
H3 -1.69030 0.36094 0.46078  0.133
H4 0.30832 -1.84190 1.43936  0.314
H5 -1.33236 -1.60577 1.86071  0.311
H6 -0.12470 -0.33354 2.30328  0.323

***

Density functional theory data (ωB97M-V/def2-TZVPD) for a structure of composition C3H6ClO4V in a non-equilibrium geometry.

Summary:
Lowest unoccupied orbital energy (alpha / beta): -0.2823 / -0.2386 hartree
Charge: +1
Frontier orbital gap (alpha / beta): 6.01 / 7.51 eV
⟨S²⟩: 1.1794
2S+1: 2

Each line ends with the Mulliken spin population.
CARTESIAN COORDINATES (ANGSTROEM)
O1 4.32235 -2.60157 0.39991  -0.270
V1 3.45850 -1.90586 -0.72467  1.699
Cl1 1.91175 -2.22546 0.50776  -0.257
C1 -0.29067 -1.79203 0.04256  -0.092
O2 -0.77048 -0.60743 0.69105  -0.026
C2 -0.57188 0.65049 0.08378  0.002
O3 0.03918 0.87943 -0.98275  -0.001
O4 -1.27599 1.55355 0.73246  -0.001
C3 -1.48904 2.82711 0.11830  0.000
H1 -0.92754 -2.14242 -0.76966  -0.023
H2 -0.21590 -2.63926 0.72426  -0.006
H3 0.67040 -1.61792 -0.44132  -0.023
H4 -2.25396 2.68929 -0.64590  0.000
H5 -0.65378 3.28893 -0.40815  0.000
H6 -1.95295 3.64314 0.67236  0.000

***

Density functional theory data (ωB97M-V/def2-TZVPD) for a structure of composition C3H6CrO3 in a non-equilibrium geometry.

Summary:
Lowest unoccupied orbital energy (alpha / beta): -0.5074 / -0.3939 hartree
Charge: +2
Frontier orbital gap (alpha / beta): 4.22 / 8.32 eV
⟨S²⟩: 6.4385
2S+1: 5

Each line ends with the Mulliken spin population.
CARTESIAN COORDINATES (ANGSTROEM)
C1 0.76227 1.49216 0.78139  -0.171
C2 -0.28833 1.05835 0.07771  -0.125
O1 -0.02617 0.14447 -0.94666  -0.073
C3 -0.79569 0.21906 -2.01914  -0.034
O2 -0.78820 -1.06038 -2.36975  -0.011
Cr1 1.10062 -1.87152 -1.55834  4.464
H1 0.60300 2.30373 1.49040  -0.005
H2 1.73526 1.00453 0.70338  -0.007
H3 -1.22016 1.61155 -0.03985  0.004
H4 -1.78024 -1.40425 -2.29520  0.008
H5 0.84172 -0.62083 2.10159  0.005
O3 0.00577 -1.13499 2.40210  -0.057
H6 -0.14985 -1.74189 1.67238  0.002

***

Density functional theory data (ωB97M-V/def2-TZVPD) for a structure of composition C3H6DyO3 in a non-equilibrium geometry.

Summary:
Lowest unoccupied orbital energy (alpha / beta): -0.2227 / -0.1735 hartree
Charge: +1
Frontier orbital gap (alpha / beta): 7.11 / 8.87 eV
⟨S²⟩: 9.5194
2S+1: 6

Each line ends with the Mulliken spin population.
CARTESIAN COORDINATES (ANGSTROEM)
C1 1.68823 -1.11426 -0.00941  0.008
O1 0.52988 -0.33917 0.23090  -0.050
C2 -0.72634 -0.99659 0.06132  -0.179
C3 -1.74104 0.11938 0.37369  -0.156
O2 -2.93421 -0.14169 0.36383  -0.312
H1 2.55424 -0.46780 0.16769  -0.013
H2 1.71519 -1.97561 0.67376  0.003
H3 1.69761 -1.47001 -1.04992  0.001
H4 -0.81135 -1.84368 0.76333  0.000
H5 -0.83106 -1.36015 -0.97534  -0.001
Dy1 -0.12919 1.93733 0.88709  5.695
O3 -0.19518 3.46965 -0.67294  0.003
H6 -0.81678 4.18259 -0.81400  0.000

***

Density functional theory data (ωB97M-V/def2-TZVPD) for a structure of composition C3H6F2 in a non-equilibrium geometry.

Summary:
Lowest unoccupied orbital energy: 0.0338 hartree
Charge: 0
Frontier orbital gap: 11.45 eV

Each line ends with the Mulliken charge.
CARTESIAN COORDINATES (ANGSTROEM)
C1 -0.01635 0.01313 1.41265  -1.035
C2 -0.40461 -0.27848 0.06440  0.976
C3 0.45397 0.23169 -1.20347  -1.113
H1 0.17589 1.08385 1.45975  0.294
H2 -0.76935 -0.35905 2.18474  0.296
H3 0.93969 -0.52015 1.58127  0.307
H4 1.41851 -0.54824 -1.65083  0.242
H5 0.59874 1.28578 -1.06242  0.369
H6 -0.62667 0.35477 -2.14463  0.224
F1 -1.40485 0.32272 -0.35502  -0.260
F2 -0.36496 -1.58603 -0.28644  -0.301

***

Density functional theory data (ωB97M-V/def2-TZVPD) for an isolated molecule of C3H6F2 in a non-equilibrium geometry.

Summary:
Lowest unoccupied orbital energy: 0.0349 hartree
Charge: 0
Frontier orbital gap: 12.69 eV
SMILES string: CC(C)(F)F

Each line ends with the Mulliken charge.
CARTESIAN COORDINATES (ANGSTROEM)
C1 -0.81383 -0.78494 0.10359  -1.234
C2 0.32690 -0.12239 0.38927  1.176
C3 0.74090 0.93734 -0.58288  -1.364
H1 -0.84884 -1.91985 -0.51846  0.277
H2 -0.84806 -1.24979 0.98170  0.377
H3 -1.85726 -0.11808 0.20809  0.286
H4 -0.20755 1.54018 -0.84266  0.311
H5 0.66363 0.54616 -1.60070  0.368
H6 1.60180 1.36244 -0.35226  0.396
F1 1.29436 -0.97245 0.79986  -0.297
F2 -0.05206 0.78137 1.41445  -0.296

***

Density functional theory data (ωB97M-V/def2-TZVPD) for a cluster of 3 separate species, C3H6F2N2 in total in a non-equilibrium geometry.

Summary:
Lowest unoccupied orbital energy: -0.0318 hartree
Charge: 0
Frontier orbital gap: 8.61 eV

Each line ends with the Mulliken charge.
CARTESIAN COORDINATES (ANGSTROEM)
C1 -0.74212 -0.11024 -0.31411  -0.028
C2 0.68478 -0.34752 -0.61410  -0.522
C3 1.29558 1.87649 0.03651  0.105
N1 -1.31269 0.19572 0.73547  -0.547
N2 1.62445 0.74375 -0.21763  -0.354
F1 0.08831 2.41852 0.35628  -0.220
F2 -1.87266 -2.25056 0.46623  -0.434
H1 -1.41001 -0.08006 -1.21775  0.381
H2 -1.35136 -3.37935 0.89893  0.441
H3 1.01040 -1.35929 -0.41641  0.307
H4 0.69368 -0.29827 -1.67011  0.321
H5 2.01630 2.60777 0.41399  0.336
H6 -0.72465 -0.01696 1.54270  0.213

***

Density functional theory data (ωB97M-V/def2-TZVPD) for a structure of composition C3H6F2O in a non-equilibrium geometry.

Summary:
Lowest unoccupied orbital energy: 0.0315 hartree
Charge: 0
Frontier orbital gap: 12.38 eV

Each line ends with the Mulliken charge.
CARTESIAN COORDINATES (ANGSTROEM)
C1 0.70781 -0.12277 -1.70755  -1.053
C2 -0.97111 0.44376 1.51928  -0.754
C3 0.47230 -0.20346 -0.21431  1.019
O1 -0.68945 0.40278 0.14798  -0.312
F1 0.30175 -1.88141 0.04060  -0.459
F2 1.52230 0.00860 0.59169  -0.229
H1 1.79629 -0.36045 -1.99151  0.294
H2 0.30930 0.87864 -1.91718  0.339
H3 -0.12941 -0.80556 -2.07156  0.275
H4 -0.67253 -0.42941 2.03974  0.346
H5 -2.08774 0.75708 1.61900  0.225
H6 -0.55951 1.31218 1.94382  0.309

***

Density functional theory data (ωB97M-V/def2-TZVPD) for the ion C3H6F2O2P with charge -1 in a non-equilibrium geometry.

Summary:
Lowest unoccupied orbital energy: 0.1518 hartree
Charge: -1
Frontier orbital gap: 8.74 eV
SMILES string: CC[P@@](=O)([O-])C(F)F

Each line ends with the Mulliken charge.
CARTESIAN COORDINATES (ANGSTROEM)
C1 -0.62737 0.62044 -0.93635  -1.036
C2 0.15096 0.01714 0.19624  -0.523
C3 1.01817 -2.84994 0.30694  0.145
O1 -0.68705 -1.69430 2.03846  -0.780
O2 -1.67886 -2.01829 -0.29700  -0.750
F1 0.44931 -4.02662 -0.13630  -0.265
F2 1.96830 -2.39031 -0.53884  -0.267
P1 -0.57382 -1.63579 0.60181  0.816
H1 -0.15635 1.39339 -1.56044  0.318
H2 -0.76081 -0.29565 -1.71429  0.214
H3 -1.61485 0.76092 -0.68974  0.338
H4 0.19230 0.70043 1.03148  0.333
H5 1.15353 -0.30910 -0.03679  0.285
H6 1.42229 -3.00681 1.29726  0.171

***

Density functional theory data (ωB97M-V/def2-TZVPD) for an isolated molecule of C3H6F2OS in a non-equilibrium geometry.

Summary:
Lowest unoccupied orbital energy: 0.0203 hartree
Charge: 0
Frontier orbital gap: 9.16 eV
SMILES string: C=[S@@H](=O)C(C)(F)F

Each line ends with the Mulliken charge.
CARTESIAN COORDINATES (ANGSTROEM)
C1 1.84242 -1.60517 -0.45368  -0.906
C2 -1.56984 1.09587 0.55679  -1.064
C3 -0.17163 0.91089 -0.18148  0.748
O1 -0.10966 -1.42556 1.18926  -0.613
F1 0.75572 1.68199 0.49954  -0.294
F2 0.02077 1.20190 -1.45540  -0.259
S1 0.40460 -0.96886 -0.05448  0.581
H1 2.49685 -1.72331 0.31488  0.341
H2 2.19584 -1.27992 -1.38487  0.328
H3 -2.15632 1.26867 -0.34995  0.307
H4 -1.73829 0.23686 1.20717  0.360
H5 -1.50382 1.95243 1.14490  0.329
H6 -0.46664 -1.34581 -1.03268  0.144

***

| no. | E_tot (hartree) |
| --- | --- |
| 1 | -1468.20095 |
| 2 | -1822.58876 |
| 3 | -1387.13521 |
| 4 | -1228.36648 |
| 5 | -317.51334 |
| 6 | -317.53448 |
| 7 | -426.99616 |
| 8 | -392.83517 |
| 9 | -809.57408 |
| 10 | -790.91218 |